Entry 1
Entry from OMol25: an isolated molecule of C5H9FN2 (ωB97M-V with the def2-TZVPD basis set).

Cartesian coordinates (Å):
1 C 1.44605 0.76370 2.36688
2 N 0.14894 0.87454 1.74942
3 C 0.05919 0.51626 0.53621
4 C -1.20139 0.59585 -0.30500
5 C -0.95427 -0.41743 -1.41365
6 F -1.34310 -1.66696 -0.94674
7 C 0.55956 -0.42554 -1.57733
8 N 1.05731 0.02404 -0.29827
9 H 1.77317 -0.29439 2.40625
10 H 1.41343 1.11070 3.39644
11 H 2.19901 1.33742 1.82886
12 H -2.09358 0.37935 0.29682
13 H -1.28132 1.61394 -0.71042
14 H -1.49951 -0.19894 -2.32854
15 H 0.85587 0.26379 -2.41341
16 H 0.91341 -1.41742 -1.83174
17 H 1.90882 -0.27893 0.07563

LUMO (eV): 0.9
SMILES: C/N=C1/C[C@H](F)CN1
HOMO energy (eV): -8.8089
HOMO-LUMO gap (eV): 9.7
Multiplicity: 1

Here are the natural (NBO) charges for atoms 1 to 6, given in e: -0.444, -0.497, 0.450, -0.492, 0.201, -0.367



Entry 2
Entry from OMol25: a cluster of 4 separate species, C5H9FN2 in total (ωB97M-V with the def2-TZVPD basis set).

Cartesian coordinates (Å):
1 C -1.26246 -0.13752 1.70226
2 C 0.17160 -0.04945 -0.99735
3 C 0.31212 0.78317 -2.36059
4 C 1.17500 0.24343 -0.13993
5 C 1.52587 -0.45838 0.94240
6 H -2.93998 -0.57870 2.09088
7 H -0.30567 -0.44971 2.96094
8 H -0.98688 1.35845 1.04628
9 H -1.98963 -1.78257 0.73122
10 H 0.20558 1.81156 -1.87062
11 H -0.68680 0.78696 -2.78695
12 H 1.29119 0.59312 -2.97063
13 H 2.58078 -0.33066 1.15755
14 H 0.99911 -1.40339 1.05693
15 N -1.11147 -1.02844 0.50072
16 N -0.95433 -0.63704 -0.77528
17 F 1.97597 1.27917 -0.28784

LUMO (eV): -0.7
HOMO energy (eV): -8.3483
HOMO-LUMO gap (eV): 7.6
Multiplicity: 1

Here are the natural (NBO) charges for atoms 1 to 6, given in e: -0.442, 0.146, -0.655, 0.310, -0.435, 0.163



Relative energy table, unit eV: entry 1 0.000; entry 2 11.305



Entry 1
Entry from OMol25: a cluster of 2 separate species, C8H14N2O2S2 in total (ωB97M-V with the def2-TZVPD basis set).

Cartesian coordinates (Å):
1 C -0.43423 -4.14493 -3.59077
2 C -1.12687 -4.30149 -2.39928
3 C 0.47598 -3.19925 -3.52336
4 C -0.93345 -3.37084 -1.44813
5 C 0.15100 -0.44168 2.58301
6 C 0.51581 3.24581 0.23521
7 C -0.15784 -0.31174 1.11384
8 C -0.18106 1.87605 -0.00865
9 N 0.23710 -0.87894 -2.08232
10 N 0.56601 0.79497 0.55145
11 O 2.43695 -0.93624 0.03963
12 O 2.67367 1.34874 -0.69864
13 S 0.54022 -2.39318 -1.93363
14 S 1.80837 0.22984 -0.44252
15 H -0.66447 -4.85904 -4.37824
16 H -1.87631 -5.10534 -2.21156
17 H 1.42216 -3.01756 -4.23087
18 H -1.36266 -3.29936 -0.38921
19 H 1.14033 -0.61525 2.75770
20 H -0.11732 0.40277 3.18472
21 H -0.42479 -1.43877 2.95784
22 H -0.13209 4.00724 0.08202
23 H 0.92601 3.43923 1.31073
24 H 1.45454 3.24570 -0.26359
25 H 0.31171 -1.21423 0.63479
26 H -1.26935 -0.24620 0.86353
27 H -1.27827 2.00764 0.43474
28 H -0.26629 1.80405 -1.15168

LUMO (spin up / spin down) (eV): -0.9 / -0.7
HOMO energy (spin up / spin down) (eV): -8.9236 / -8.2870
HOMO-LUMO gap (spin up / spin down) (eV): 8.0 / 7.6
Multiplicity: 1

Here are the natural (NBO) charges for atoms 1 to 6, given in e: -0.247, -0.228, -0.378, -0.397, -0.590, -0.616



Entry 2
Entry from OMol25: a cluster of 2 separate species, C8H14N2O2S2 in total (ωB97M-V with the def2-TZVPD basis set).

Cartesian coordinates (Å):
1 C 1.99918 0.44517 -1.01437
2 C -0.49843 1.21619 0.37312
3 C -0.98409 -0.66713 -2.34252
4 C -3.03417 -0.73883 -0.72780
5 C 1.04720 3.12623 1.40770
6 C 2.03633 -1.93040 1.99100
7 C 1.53759 0.19113 0.27526
8 C -1.98197 0.12805 -1.38509
9 N 2.47333 0.85055 -2.01756
10 N -1.38623 0.96876 -0.35984
11 O -0.39343 -1.33754 1.19023
12 O 1.15889 -2.36429 -0.53377
13 S -0.45810 2.12931 1.80196
14 S 0.92384 -1.44025 0.54455
15 H -0.06809 -0.98318 -1.83413
16 H -1.49981 -1.57212 -2.56188
17 H -0.68616 -0.16070 -3.16907
18 H -2.60066 -1.61785 -0.30097
19 H -3.84181 -1.06211 -1.33985
20 H -3.50065 -0.20119 0.04411
21 H 0.96256 3.34071 0.28533
22 H 1.94852 2.49113 1.83107
23 H 1.02908 3.99828 1.92161
24 H 3.05338 -1.78764 1.68618
25 H 1.49260 -1.46490 2.77234
26 H 1.82488 -2.96321 2.16044
27 H 2.02880 0.58251 1.18777
28 H -2.58257 0.82332 -1.88579

LUMO (spin up / spin down) (eV): -0.3 / -0.3
HOMO energy (spin up / spin down) (eV): -8.4602 / -8.4607
HOMO-LUMO gap (spin up / spin down) (eV): 8.2 / 8.2
Multiplicity: 1

Here are the natural (NBO) charges for atoms 1 to 6, given in e: 0.233, 0.319, -0.609, -0.605, -0.708, -0.839



Relative energy table, unit eV: entry 1 2.457; entry 2 0.000



Entry 1
Entry from OMol25: an isolated molecule of C8H11N (ωB97M-V with the def2-TZVPD basis set).

Cartesian coordinates (Å):
1 C -1.65492 -1.11932 -0.09159
2 C -1.44143 0.14672 0.68978
3 C 0.01769 0.62604 1.04000
4 C 0.26671 1.53238 -0.20434
5 N 0.02684 0.55902 -1.21591
6 C -1.35873 0.14376 -0.78388
7 C 0.85623 -0.55878 -0.76023
8 C 2.22086 -0.39582 -0.10465
9 C 0.93764 -0.54945 0.74376
10 H -2.73941 -1.33561 -0.18758
11 H -1.01249 -2.02884 -0.04491
12 H -2.25783 0.73392 1.17273
13 H 0.10813 1.09223 2.04473
14 H -0.41052 2.42023 -0.30347
15 H 1.35159 1.82591 -0.19804
16 H -2.09780 0.57999 -1.44160
17 H 0.74036 -1.47098 -1.37429
18 H 2.73478 0.54901 -0.17621
19 H 2.89424 -1.29001 -0.10707
20 H 0.81804 -1.46042 1.30275

LUMO (eV): 1.1
SMILES: C1[C@H]2C3CN([C@@H]12)[C@H]1C[C@@H]31
HOMO energy (eV): -8.8236
HOMO-LUMO gap (eV): 9.9
Multiplicity: 1

Here are the natural (NBO) charges for atoms 1 to 6, given in e: -0.432, -0.257, -0.234, -0.231, -0.405, -0.089



Entry 2
Entry from OMol25: a structure of composition C8H11N (ωB97M-V with the def2-TZVPD basis set).

Cartesian coordinates (Å):
1 C 0.97462 0.75069 0.08538
2 C 0.08721 1.62716 0.89460
3 C -0.50833 1.23108 -0.55899
4 C -1.39001 -0.05228 -0.45634
5 C -2.68637 0.07515 -0.19964
6 C -0.44321 -1.19955 -0.56328
7 C 0.52691 -2.28590 -0.12564
8 C 0.67092 -0.81665 0.55207
9 H 2.71573 -0.14305 -0.73142
10 H 2.66697 1.33701 0.64827
11 H -0.18424 1.36261 1.83196
12 H 0.53437 2.67939 0.80112
13 H -0.27114 1.89991 -1.35847
14 H -3.11404 -1.06702 0.20097
15 H -3.23316 1.08240 -0.01414
16 H -0.08347 -0.82209 -1.53905
17 H 1.11650 -2.74606 -1.05705
18 H 0.22866 -3.03616 0.58722
19 H 0.17546 -0.98647 1.48015
20 N 2.21661 1.10985 -0.47772

LUMO (eV): 0.6
HOMO energy (eV): -8.1843
HOMO-LUMO gap (eV): 8.8
Multiplicity: 1

Here are the natural (NBO) charges for atoms 1 to 6, given in e: 0.143, -0.426, -0.292, 0.000, -0.415, -0.286



Relative energy table, unit eV: entry 1 0.000; entry 2 6.562



Entry 1
Entry from OMol25: the ion C8H14N with charge +1 (ωB97M-V with the def2-TZVPD basis set).

Cartesian coordinates (Å):
1 C -1.30375 -0.59432 0.20941
2 C 0.85089 -0.85547 0.12650
3 C -1.25039 0.74553 -0.00873
4 C -2.22108 1.45990 -0.65320
5 C 0.02275 1.47993 0.27934
6 C -2.26920 -1.54672 0.67489
7 C 1.45518 -1.83974 -0.79997
8 C 2.42333 0.98709 0.54211
9 N 1.13755 0.57381 -0.12954
10 H -2.15437 2.45168 -0.97698
11 H -3.18147 0.98363 -1.09394
12 H 0.12176 2.48311 -0.05472
13 H 0.09466 1.67909 1.38132
14 H -2.34221 -1.44111 1.73678
15 H -2.23485 -2.68168 0.43555
16 H -3.35538 -1.26771 0.39517
17 H 2.37146 -2.13021 -0.35210
18 H 1.56196 -1.60793 -1.90742
19 H 0.85331 -2.64641 -0.76286
20 H 2.42160 0.77212 1.64669
21 H 3.28932 0.23946 0.22620
22 H 2.47643 2.03606 0.27419
23 H 1.23248 0.71990 -1.18869

Net charge: +1
LUMO (spin up / spin down) (eV): -4.8 / -4.2
HOMO energy (spin up / spin down) (eV): -11.5931 / -12.6016
HOMO-LUMO gap (spin up / spin down) (eV): 6.8 / 8.4
Multiplicity: 1

Here are the natural (NBO) charges for atoms 1 to 6, given in e: 0.269, 0.255, -0.243, -0.288, -0.224, -0.756



Entry 2
Entry from OMol25: the ion C8H14N with charge +1 (ωB97M-V with the def2-TZVPD basis set).

Cartesian coordinates (Å):
1 C -2.12282 -1.08652 -0.84025
2 C -0.95035 -0.98541 0.21359
3 C -0.07973 0.18141 -0.17804
4 C -0.65055 1.47994 0.11079
5 N -1.73618 1.91872 0.75756
6 C 1.12508 0.00831 -1.23144
7 C 1.80157 -1.25987 -0.58088
8 C 1.56451 0.02808 0.08913
9 C 2.25983 0.78550 1.08403
10 H -2.11065 -0.28032 -1.52042
11 H -3.11239 -0.86256 -0.23627
12 H -2.01563 -2.00573 -1.50497
13 H -0.45077 -1.92147 0.28883
14 H -1.34024 -0.82016 1.25954
15 H -0.11624 2.37209 -0.27969
16 H -1.62364 2.74933 1.20792
17 H -2.57511 1.32453 0.84973
18 H 1.26769 0.56057 -2.09494
19 H 2.70726 -1.36262 -1.10656
20 H 1.07850 -2.02221 -0.50338
21 H 2.49860 1.84766 0.80389
22 H 3.28724 0.41965 1.10676
23 H 2.00733 0.90863 2.16157

Net charge: +1
LUMO (eV): -4.9
SMILES: CC[C@]1(C=[NH2+])[C@@H]2C[C@@]21C
HOMO energy (eV): -13.7280
HOMO-LUMO gap (eV): 8.9
Multiplicity: 1

Here are the natural (NBO) charges for atoms 1 to 6, given in e: -0.621, -0.435, -0.139, 0.294, -0.679, -0.154



Relative energy table, unit eV: entry 1 2.747; entry 2 0.000